{
  "formula": "C5H7F2NO2S",
  "method": "ωB97M-V/def2-TZVPD",
  "total_energy_ev": -27144.855,
  "homo_energy_ev": -10.2,
  "de_lowest_kj_mol": 578.91,
  "max_force_ev_per_a": 10.182,
  "spin_multiplicity": 1,
  "gap_ev": 8.694,
  "elements": ["C", "C", "N", "C", "F", "C", "C", "S", "O", "O", "F", "H", "H", "H", "H", "H", "H", "H"],
  "xyz": [[2.27903, -1.88292, 0.78076], [1.60566, -0.77229, 0.21354], [1.12801, 0.45106, -0.54729], [-0.07454, 0.16425, -1.41382], [0.45640, -0.57872, -2.61860], [-1.20150, -0.82237, -0.74734], [-1.76081, -0.35517, 0.72018], [0.93899, 1.85361, 0.46751], [0.79607, 1.46164, 1.98329], [-0.25945, 2.76892, 0.12715], [2.41526, 2.77606, 0.29368], [2.88998, -2.57686, 1.53638], [-0.60295, 1.11995, -1.86121], [-0.79900, -1.94092, -0.78254], [-2.13552, -0.80490, -1.49065], [-1.02470, -0.82063, 1.53086], [-2.81642, -0.86116, 0.94985], [-1.83452, 0.82043, 0.85823]],
  "forces_ev_per_angstrom": [[-4.26, 8.66, -3.25], [5.10, -6.54, 3.61], [-0.07, -2.08, 1.59], [-1.59, -1.34, -1.85], [-0.95, 1.75, 2.80], [-0.83, -0.10, -0.92], [0.49, -0.85, 0.73], [-3.75, 2.67, 6.34], [1.91, 1.00, -6.37], [5.04, -3.38, -0.57], [-3.18, -2.45, -0.10], [-1.98, 1.82, -2.22], [1.64, -1.73, 1.28], [-0.72, 2.54, 0.34], [2.23, 0.07, 1.39], [-1.54, 1.34, -1.61], [2.30, 1.23, -0.78], [0.15, -2.62, -0.40]]
}

{
  "formula": "C5H7F3N2O2",
  "method": "ωB97M-V/def2-TZVPD",
  "total_energy_ev": -20525.435,
  "homo_energy_ev": -9.8,
  "de_lowest_kj_mol": 41.79,
  "max_force_ev_per_a": 4.372,
  "spin_multiplicity": 1,
  "gap_ev": 10.551,
  "elements": ["C", "C", "C", "C", "C", "N", "N", "O", "O", "F", "F", "F", "H", "H", "H", "H", "H", "H", "H"],
  "xyz": [[0.77725, 0.27114, 0.49943], [-1.02565, -1.22217, 0.12844], [-1.92434, -0.18682, -0.59693], [-0.10772, 1.44763, -0.32010], [1.94747, -0.52963, -0.22099], [-0.19810, -0.57136, 1.11856], [-1.34813, 1.11062, -0.79319], [1.54099, 1.02849, 1.33880], [0.32642, 2.60867, -0.30865], [2.05752, -1.62205, 0.42691], [1.72774, -0.71419, -1.54423], [3.15251, -0.03184, -0.13390], [-1.59936, -1.93038, 0.52069], [-0.36631, -1.75972, -0.51293], [-2.10470, -0.61018, -1.58238], [-2.82420, -0.05547, -0.01443], [0.35218, -1.16881, 1.69797], [-1.93442, 1.88771, -1.03513], [1.55086, 2.04838, 1.33208]],
  "forces_ev_per_angstrom": [[-0.53, 3.66, -2.11], [2.37, 3.36, -1.49], [0.40, -1.06, -0.17], [0.68, 0.54, 0.14], [-1.14, 2.11, -1.34], [0.36, 1.28, 0.71], [2.42, 0.22, 0.84], [0.66, 1.50, 2.58], [-0.73, -2.08, -0.11], [-0.35, -4.09, 1.05], [-0.40, -0.54, 0.02], [1.11, 1.74, -0.34], [-2.64, -2.73, 2.07], [0.29, -0.35, -1.39], [-0.64, -0.15, 0.01], [-0.47, -0.19, -0.01], [-0.30, -0.94, 0.60], [-0.13, 0.14, -0.11], [-0.95, -2.42, -0.92]]
}

{
  "formula": "C5H7FS",
  "method": "ωB97M-V/def2-TZVPD",
  "total_energy_ev": -18850.536,
  "homo_energy_ev": -8.9,
  "de_lowest_kj_mol": 9.95,
  "max_force_ev_per_a": 3.058,
  "spin_multiplicity": 1,
  "gap_ev": 9.806,
  "elements": ["C", "C", "C", "C", "C", "H", "H", "H", "H", "H", "H", "H", "F", "S"],
  "xyz": [[1.23169, -0.12124, 0.36745], [1.07284, 1.04847, -0.59161], [-0.23516, 1.69815, -0.08606], [-1.05770, 0.65522, 0.55104], [-0.13071, -0.46150, 0.87620], [1.83915, 0.24219, 1.23465], [0.98049, 0.65500, -1.63612], [1.92426, 1.70081, -0.52741], [-0.00414, 2.42727, 0.67865], [-0.86400, 2.13353, -0.87937], [-1.80298, 0.86485, 1.38886], [-0.28835, -1.05401, 1.76857], [1.81899, -1.21478, -0.17015], [-1.46507, -0.80945, -0.44991]],
  "forces_ev_per_angstrom": [[-0.06, 0.65, 1.10], [-1.01, -0.85, -0.82], [-0.34, 1.12, -1.31], [-0.86, -1.58, 2.47], [-1.64, -0.31, -0.71], [-0.23, -0.53, -0.39], [0.02, 0.37, 0.90], [0.25, 0.39, -0.14], [0.01, 0.51, 0.06], [0.68, 0.42, 0.17], [0.91, 0.18, -1.55], [0.21, -0.01, -0.09], [0.94, -0.71, -0.52], [1.12, 0.37, 0.84]]
}

{
  "formula": "C5H7FSi",
  "method": "ωB97M-V/def2-TZVPD",
  "total_energy_ev": -15892.175,
  "homo_energy_ev": -10.1,
  "de_lowest_kj_mol": 81.61,
  "max_force_ev_per_a": 3.947,
  "spin_multiplicity": 1,
  "gap_ev": 10.782,
  "elements": ["C", "C", "C", "C", "C", "F", "Si", "H", "H", "H", "H", "H", "H", "H"],
  "xyz": [[2.54457, -1.40085, -0.50600], [1.69511, -0.60744, -0.19071], [-1.08597, -1.10480, -1.58800], [-1.22562, 0.11844, -1.06003], [-0.36864, 1.10577, 1.97977], [0.74249, 2.20556, -0.49638], [0.03162, 0.80304, 0.09774], [3.19462, -2.19626, -0.42011], [-1.89607, -1.43426, -2.25986], [-0.24437, -1.73626, -1.47149], [-2.18162, 0.78959, -1.17797], [-0.51344, 2.17302, 2.29801], [-1.24034, 0.46134, 2.19062], [0.54766, 0.82312, 2.60442]],
  "forces_ev_per_angstrom": [[-0.89, 0.59, 0.73], [-2.91, 2.53, 0.44], [-2.05, 1.34, -0.87], [-1.26, 1.06, 0.64], [1.32, -0.02, -0.32], [-1.16, -1.67, 0.73], [3.95, 0.04, -0.05], [1.20, -1.06, -0.41], [0.50, -0.18, 0.37], [0.76, -0.32, 0.27], [1.75, -1.64, -0.16], [-0.33, -0.93, -0.79], [0.44, 0.41, 0.37], [-1.31, -0.15, -0.95]]
}

{
  "formula": "C5H7I",
  "method": "ωB97M-V/def2-TZVPD",
  "total_energy_ev": -13392.607,
  "homo_energy_ev": -8.9,
  "de_lowest_kj_mol": 470.32,
  "max_force_ev_per_a": 3.297,
  "spin_multiplicity": 1,
  "gap_ev": 7.739,
  "elements": ["C", "C", "C", "C", "C", "I", "H", "H", "H", "H", "H", "H", "H"],
  "xyz": [[1.41965, 0.62596, -2.39517], [0.41128, 0.11259, -1.60663], [-1.33310, -0.77822, 1.39362], [-0.43030, 0.21075, 2.07440], [-1.16488, 0.60008, 0.80486], [1.63964, -0.16569, 2.09356], [1.92012, 0.03440, -3.21112], [1.77097, 1.60927, -2.24620], [-0.36788, 0.70531, -1.09595], [0.20179, -0.95829, -1.41187], [-0.90359, -1.65355, 0.88390], [-2.38079, -0.94443, 1.77525], [-0.78291, 0.60181, 2.94136]],
  "forces_ev_per_angstrom": [[-1.79, -2.67, 0.68], [1.00, 0.19, -1.07], [-0.49, 0.10, 0.00], [0.07, -1.92, -2.68], [0.21, -0.37, 0.73], [-0.22, 0.20, -0.08], [-0.21, 0.33, 1.45], [-0.20, 1.26, -0.32], [1.11, 0.33, 0.14], [0.25, 0.47, -1.12], [-0.25, 0.48, 0.12], [1.18, 0.13, -0.29], [-0.67, 1.47, 2.44]]
}

{
  "formula": "C5H7IN2",
  "method": "ωB97M-V/def2-TZVPD",
  "total_energy_ev": -16375.822,
  "homo_energy_ev": -9.0,
  "de_lowest_kj_mol": 313.99,
  "max_force_ev_per_a": 3.410,
  "spin_multiplicity": 1,
  "gap_ev": 8.184,
  "elements": ["C", "C", "C", "C", "C", "N", "N", "I", "H", "H", "H", "H", "H", "H", "H"],
  "xyz": [[-0.29820, -3.04190, 0.59558], [-1.16213, -1.99767, 0.68486], [0.51171, -1.61371, -0.74815], [1.13115, 3.19072, -0.09240], [-0.90555, 0.23905, -0.63988], [0.75846, -2.75249, -0.21632], [-0.68390, -1.03313, -0.25267], [-2.67318, 1.00700, 0.06626], [-0.24008, -3.96338, 1.01363], [-1.97354, -1.86104, 1.38348], [1.07638, -0.99454, -1.51507], [0.44786, 3.82702, -0.52990], [1.77880, 3.75122, 0.58200], [0.61633, 2.42942, 0.61028], [1.61588, 2.81343, -0.94170]],
  "forces_ev_per_angstrom": [[-0.55, 2.81, -0.35], [-0.05, -0.56, -0.03], [0.73, 1.16, -0.88], [-0.18, -1.34, 3.13], [0.14, -0.81, -0.22], [0.98, 0.45, -1.92], [0.61, -0.02, 0.49], [-0.56, 0.22, 0.41], [-0.52, -2.36, 1.73], [-0.13, 0.25, -0.49], [-0.66, -1.16, 1.24], [-1.93, 1.54, -0.38], [0.25, 0.10, -0.39], [0.75, 0.95, -1.68], [1.13, -1.23, -0.66]]
}

{
  "formula": "C5H7IN5O",
  "method": "ωB97M-V/def2-TZVPD",
  "total_energy_ev": -22887.484,
  "charge": 1,
  "homo_energy_ev": -11.9,
  "de_lowest_kj_mol": 352.06,
  "max_force_ev_per_a": 4.594,
  "spin_multiplicity": 1,
  "gap_ev": 7.010,
  "elements": ["C", "C", "C", "C", "C", "N", "N", "N", "N", "N", "O", "I", "H", "H", "H", "H", "H", "H", "H"],
  "xyz": [[0.08701, 2.43816, 0.15469], [-0.33233, -0.58836, -1.59960], [-0.58479, -1.21494, 0.70352], [0.78958, 0.40257, -1.08690], [1.34553, 0.01293, 0.24497], [0.76108, 2.16404, 1.18183], [-0.02662, 1.67011, -1.00191], [-1.02755, -1.15629, -0.55733], [0.63220, -0.83207, 1.00805], [-1.32175, -1.76426, 1.66303], [-0.64908, -0.75898, -2.72115], [3.40917, 0.03660, 0.37167], [-0.51551, 3.25929, -0.01926], [1.61403, 0.65002, -1.90382], [-0.00751, 2.03349, -1.92543], [-1.85668, -1.72452, -0.71077], [1.12385, -0.99773, 1.88123], [-2.33877, -1.84221, 1.70187], [-1.10184, -1.78786, 2.61529]],
  "forces_ev_per_angstrom": [[1.86, -1.85, -0.03], [2.00, 1.39, 0.09], [-0.56, -0.76, 1.20], [0.03, 0.77, -1.57], [0.88, 4.25, -1.51], [-0.28, -2.10, -1.41], [0.63, -2.38, 0.41], [-1.13, -0.82, 1.62], [1.02, -0.33, 1.00], [-2.07, -0.43, -0.39], [-0.20, -0.18, -1.11], [0.11, -0.28, 0.29], [-1.10, 2.39, 0.40], [-1.67, -1.26, 1.75], [-0.56, 1.32, -0.48], [0.06, 0.34, -0.60], [-0.93, -0.35, 0.37], [0.28, 0.03, -1.38], [1.64, 0.24, 1.37]]
}

{
  "formula": "C5H7IO",
  "method": "ωB97M-V/def2-TZVPD",
  "total_energy_ev": -15441.317,
  "homo_energy_ev": [-7.1, -8.1],
  "de_lowest_kj_mol": 343.57,
  "max_force_ev_per_a": 3.154,
  "spin_multiplicity": 1,
  "gap_ev": [6.464, 8.164],
  "elements": ["C", "C", "C", "C", "C", "O", "I", "H", "H", "H", "H", "H", "H", "H"],
  "xyz": [[-0.11821, 0.51231, -0.72252], [-1.40117, 0.15565, 0.02639], [0.94351, -0.52129, -0.19790], [0.05048, -1.53904, 0.26971], [1.98651, 0.49973, 0.96584], [-1.17280, -1.17295, 0.57041], [3.97275, -0.38796, 1.06551], [-0.29318, 0.49867, -1.74805], [0.07571, 1.62501, -0.48895], [-1.49066, 0.84813, 0.85891], [-2.39235, 0.11522, -0.46649], [1.79564, -0.94702, -0.75722], [0.17926, -2.69559, 0.21141], [1.70670, 0.65257, 1.97881]],
  "forces_ev_per_angstrom": [[0.31, 1.89, 1.26], [-0.16, 0.03, 0.81], [0.30, 1.66, 0.80], [1.36, -2.68, 0.12], [0.17, -2.28, -2.17], [-0.88, 0.22, -0.04], [-0.82, 0.44, 0.02], [0.03, -0.45, -1.98], [0.33, -1.81, -0.23], [-0.24, -0.12, 0.32], [0.87, 0.08, -0.24], [-0.79, 0.65, -0.30], [0.16, 2.39, 0.55], [-0.65, -0.01, 1.08]]
}

{
  "formula": "C5H7IO",
  "method": "ωB97M-V/def2-TZVPD",
  "total_energy_ev": -15442.714,
  "homo_energy_ev": [-7.4, -7.6],
  "de_lowest_kj_mol": 208.76,
  "max_force_ev_per_a": 3.605,
  "spin_multiplicity": 1,
  "gap_ev": [7.650, 7.984],
  "elements": ["C", "C", "C", "C", "C", "O", "I", "H", "H", "H", "H", "H", "H", "H"],
  "xyz": [[0.71548, -0.43156, -0.11689], [-0.49219, -0.91341, -0.80577], [0.10206, 0.38485, 1.11067], [-1.34657, 0.41935, 0.65884], [0.34195, 1.78924, 0.83336], [-1.51958, 0.09079, -0.64199], [-0.28030, 3.21735, 2.30506], [1.32138, -1.19483, 0.39254], [1.36134, 0.28897, -0.65584], [-0.38866, -1.26218, -1.85012], [-0.73442, -1.90898, -0.25657], [0.25875, 0.02024, 2.06276], [-2.18428, 0.89054, 1.09211], [0.14048, 2.14174, -0.12304]],
  "forces_ev_per_angstrom": [[1.51, 1.28, 2.13], [-0.52, -3.31, -0.68], [-1.22, -0.66, -3.33], [1.48, 1.13, -0.50], [-1.44, 0.54, 2.28], [0.77, -1.11, 0.71], [0.32, -0.32, -0.30], [-0.06, -0.09, -0.89], [-0.33, -0.69, 0.02], [-0.10, 0.90, 0.31], [-0.45, 1.69, -0.71], [0.63, -0.62, 1.92], [-0.53, 0.62, 0.64], [-0.06, 0.66, -1.60]]
}

{
  "formula": "C5H7N",
  "method": "ωB97M-V/def2-TZVPD",
  "total_energy_ev": -6786.064,
  "charge": -1,
  "s2": 0.7504,
  "homo_energy_ev": [1.4, -4.0],
  "de_lowest_kj_mol": 45.01,
  "max_force_ev_per_a": 3.305,
  "spin_multiplicity": 2,
  "gap_ev": [2.697, 7.926],
  "elements": ["C", "C", "C", "N", "C", "C", "H", "H", "H", "H", "H", "H", "H"],
  "xyz": [[-0.90012, -2.00345, 0.18955], [-0.28617, -0.61896, 0.09498], [0.52527, 0.06754, 1.01416], [1.09680, 1.05644, 0.27275], [0.28703, 1.41016, -0.79392], [-0.62702, 0.37667, -0.90196], [-0.19935, -2.71921, 0.62463], [-1.83412, -2.06809, 0.74530], [-1.11000, -2.31298, -0.83723], [0.76745, -0.14283, 2.03872], [1.72468, 1.81863, 0.56893], [0.50104, 2.27961, -1.38644], [-1.40158, 0.08456, -1.60700]],
  "forces_ev_per_angstrom": [[0.29, 0.62, -0.25], [-1.30, 1.48, 1.69], [0.62, -1.70, -2.02], [-0.63, 3.24, 0.20], [-0.17, -1.89, 0.24], [0.78, -1.56, -0.27], [-0.04, 0.06, -0.03], [-0.16, 0.13, 0.14], [-0.05, -0.23, 0.09], [0.57, -0.31, -0.03], [-0.21, -0.62, 0.61], [0.01, 0.04, -0.01], [0.28, 0.75, -0.36]]
}